This record from the OMol25 dataset describes C6H18BrF6NiO4P as an isolated structure at a distorted geometry. The level of theory is ωB97M-V/def2-TZVPD.

Values from the calculation:
Multiplicity: 3
Frontier orbital gap (spin up / spin down), eV: 9.55 / 9.24
ΔE to the lowest compared entry with this formula, charge and spin, kJ/mol: 10.4

```
37
Properties=species:S:1:pos:R:3:forces:R:3:mulliken_charge:R:1
Br 1.65253 -0.51814 2.80894 -0.205 0.201 -0.554 -0.61
Ni 0.56542 -0.13831 0.59360 -0.420 -0.060 0.675 0.63
P -1.01070 0.72617 -2.64588 -0.580 0.691 -0.673 1.39
F -0.47977 0.06100 -1.20700 0.121 -0.358 0.341 -0.19
F -0.51841 2.17778 -2.07078 0.010 -0.026 -0.043 -0.40
F 0.45652 0.49281 -3.25167 0.096 -0.116 0.048 -0.36
F -1.46162 -0.74548 -3.08591 0.044 -0.085 -0.059 -0.36
F -1.52000 1.38074 -4.01576 0.161 -0.168 0.392 -0.32
F -2.43714 0.97135 -1.94223 0.071 -0.077 0.032 -0.37
O 0.34333 1.90140 0.56840 0.240 0.573 0.732 0.11
O 0.15828 -2.16810 0.35268 0.045 -0.338 -0.132 -0.26
O 2.22404 -0.04501 -0.58942 0.567 0.037 -0.559 -0.31
O -1.42197 -0.31428 1.41099 -0.041 -0.030 0.121 0.02
C 0.74875 -2.88426 -0.71781 0.530 -0.453 -0.522 -0.84
C 1.06239 2.81025 1.41767 0.016 0.764 -0.365 -0.87
C -1.22730 -2.47197 0.46351 -0.447 0.182 0.444 -0.59
C -1.81333 -1.66482 1.60953 -0.025 -0.191 -0.804 -0.62
C -1.99793 0.54719 2.39337 0.574 0.321 -0.231 -0.87
C 2.76004 1.10836 -1.25469 -0.192 0.915 -0.183 -0.69
H -1.67035 1.55621 2.15255 -0.094 -0.020 -0.045 0.19
H 1.79246 -2.59474 -0.81204 -0.083 0.213 0.086 0.25
H -1.50096 -2.03518 2.58678 0.150 0.104 0.051 0.40
H -0.31498 2.41661 0.08538 -0.022 -0.511 -0.502 0.19
H -1.60136 0.30507 3.37998 -0.211 -0.154 0.083 0.34
H 1.95588 1.77091 -1.56931 -0.204 -0.294 0.158 0.19
H 0.76578 -3.96259 -0.53255 -0.296 0.075 0.232 0.35
H 3.28842 0.83288 -2.16590 0.080 -0.227 0.130 0.35
H 1.72999 2.24345 2.05387 -0.044 -0.086 0.068 0.30
H 1.61302 3.52515 0.79648 0.209 -0.277 -0.012 0.27
H 3.40642 1.67339 -0.57949 0.110 -0.189 -0.004 0.28
H -1.37905 -3.53345 0.67759 0.191 -0.044 -0.060 0.48
H 0.37959 3.43454 1.99894 -0.098 -0.377 0.238 0.32
H -2.90042 -1.73773 1.49928 -0.025 0.006 0.276 0.40
H -3.08252 0.49076 2.32566 -0.063 -0.064 0.175 0.31
H -1.74370 -2.22542 -0.46799 0.130 0.096 -0.075 0.31
H 2.93790 -0.68941 -0.59961 -0.229 -0.205 0.457 0.24
H 0.24077 -2.69716 -1.66714 -0.065 0.172 0.084 0.33
```
Positions in Å, forces in eV/Å.


This record from the OMol25 dataset describes a single C4H8O2 molecule. The level of theory is ωB97M-V/def2-TZVPD.

Values from the calculation:
Frontier orbital gap, eV: 9.48
ΔE to the lowest compared entry with this formula, charge and spin, kJ/mol: 344.1

```
14
Properties=species:S:1:pos:R:3:forces:R:3:mulliken_charge:R:1
O 0.58771 -0.87675 1.52895 0.197 0.023 0.019 -0.51
O 1.19263 1.56330 0.33505 -0.231 0.281 -0.127 -0.36
C 0.26968 0.18036 -1.23142 0.034 0.127 -0.109 -0.31
C -0.68896 -0.84383 -0.56825 -0.040 0.025 0.096 -0.38
C 0.13382 1.48251 -0.46958 0.391 -0.157 -0.183 -0.49
C -0.65558 -0.58034 0.93771 -0.415 0.018 -0.038 -0.67
H -0.02039 0.37168 -2.26928 0.047 -0.102 0.106 0.33
H 1.08198 2.33768 0.90885 0.091 -0.008 -0.225 0.40
H -0.90885 0.48854 1.04536 -0.081 -0.227 0.313 0.40
H -1.41485 -1.12490 1.49655 0.025 -0.217 -0.115 0.40
H 1.22147 -0.20790 1.22953 -0.084 -0.212 0.117 0.36
H 1.29996 -0.20376 -1.20983 -0.126 0.086 0.020 0.26
H -1.71777 -0.71531 -0.92964 0.223 0.094 0.067 0.31
H -0.38084 -1.87129 -0.80400 -0.031 0.267 0.059 0.28
```
Positions in Å, forces in eV/Å.


This record from the OMol25 dataset describes C37H37N6P3Pd as an isolated structure at a distorted geometry. The level of theory is ωB97M-V/def2-TZVPD.

Values from the calculation:
Frontier orbital gap, eV: 6.00

```
84
Properties=species:S:1:pos:R:3:forces:R:3:mulliken_charge:R:1
Pd 0.27929 -0.16848 -1.15457 0.970 0.428 0.059 -0.50
P 0.15499 0.14182 -4.75547 -0.001 -0.023 0.915 -0.42
P -0.03561 0.06222 1.43153 0.611 0.230 -0.167 0.48
P -1.09951 -0.45698 4.00013 0.225 0.489 0.593 -0.05
N -0.48111 1.67252 -2.44717 0.259 -0.371 -0.162 0.70
N 1.98379 -0.65648 -2.70147 -0.629 0.186 -0.295 0.40
N -1.51931 -1.04848 -2.82617 -0.012 0.263 -0.433 -0.17
N -1.31971 -2.22468 -4.68567 -0.048 -0.015 0.416 0.27
N 2.91689 -0.03008 -4.60197 -0.146 -0.033 0.428 0.24
N -1.16811 2.55392 -4.34647 0.089 -0.059 0.355 0.16
C 1.60579 0.58952 0.76333 -0.537 0.246 -0.154 0.50
C -0.48801 1.52912 -3.75387 0.181 -0.039 -0.416 -0.32
C 0.81199 -2.60918 2.17283 -0.019 -0.007 -0.017 -0.37
C -2.99291 3.19482 3.45043 0.012 0.172 0.000 -0.81
C -4.62691 1.44542 3.41313 -0.185 0.089 0.003 -0.59
C -1.20681 -1.33848 6.60443 0.003 0.033 -0.098 -0.53
C -4.30951 2.78972 3.31293 -0.100 -0.013 -0.005 -0.44
C -1.60831 3.36122 -3.34537 -0.126 0.210 0.216 -0.63
C 1.64289 1.73202 -0.05147 -0.189 0.185 0.386 0.20
C 4.04569 1.66162 -0.05207 -0.020 0.190 -0.248 -0.59
C -0.33761 -0.25548 8.55583 -0.057 -0.097 0.051 -0.46
C -1.99381 2.26702 3.68053 -0.038 -0.028 0.028 0.07
C 0.11349 -3.52748 -0.36147 0.018 -0.072 -0.067 -0.25
C 1.74599 -0.19758 -3.91607 -0.131 -0.117 -0.387 -0.02
C -0.99701 -1.32378 7.97103 -0.007 -0.022 0.202 -0.54
C -1.41791 2.73512 -5.74857 -0.059 -0.036 -0.541 -0.80
C -2.21531 -2.87408 -3.89307 -0.136 -0.162 0.223 -0.16
C -0.89791 -2.62748 -5.99507 0.136 -0.044 -0.572 -0.85
C -0.15391 -2.21608 0.00333 0.023 0.127 0.306 0.00
C 2.80599 -0.01738 1.13623 0.212 0.028 -0.015 -0.82
C -0.10881 0.78192 6.39973 -0.033 -0.069 0.003 -0.03
C 3.05919 0.38702 -5.96797 0.015 0.137 -0.494 -0.85
C 0.75329 -4.37158 0.53373 -0.106 -0.035 -0.127 -0.71
C 0.39379 0.30962 3.23443 -0.384 -0.512 -0.002 -1.54
C -3.62771 0.51762 3.63823 0.113 -0.003 0.014 -0.46
C 0.21609 -1.74088 1.26863 -0.302 -0.049 0.064 0.48
C -0.76791 -0.28778 5.80563 -0.060 -0.205 -0.242 0.59
C -2.30031 0.91462 3.77033 -0.060 -0.250 -0.045 0.77
C 4.01539 0.52952 0.74843 -0.035 -0.177 0.105 -0.83
C 3.32499 -0.75498 -2.58077 0.330 -0.079 -0.128 -0.89
C -2.32361 -2.13348 -2.74797 -0.137 -0.270 -0.183 -1.03
C -0.90891 -1.12458 -3.99057 -0.154 0.185 -0.306 0.14
C 1.08409 -3.91468 1.79893 0.197 -0.110 0.113 -0.85
C 0.10279 0.79432 7.76663 0.094 0.178 0.072 -0.64
C 2.86159 2.24992 -0.46747 0.209 0.119 -0.047 -0.56
C -1.17351 2.79832 -2.17697 -0.227 0.320 -0.103 -0.89
C 3.92119 -0.37488 -3.75317 0.237 -0.096 0.215 -0.53
H -3.86141 -0.53728 3.70073 -0.065 -0.049 -0.040 0.33
H 1.30709 -0.22328 3.50943 -0.058 0.045 0.097 0.79
H -1.71291 -2.17338 6.13693 -0.018 -0.062 0.006 0.32
H -1.22241 -3.65108 -6.18427 0.072 0.093 0.057 0.31
H 0.18869 -2.57628 -6.06697 -0.029 -0.099 -0.056 0.32
H -0.18041 -3.88678 -1.33947 0.005 0.008 -0.059 0.44
H -0.47901 2.76832 -6.30587 -0.111 0.017 0.021 0.30
H 0.71459 2.26232 -0.25587 0.258 -0.096 -0.004 0.30
H -0.97831 2.61982 3.77913 0.093 -0.015 0.000 0.19
H 2.52969 1.32552 -6.13577 0.100 -0.022 -0.047 0.31
H 0.61499 1.62972 8.22303 0.045 0.062 0.027 0.39
H 2.65429 -0.36568 -6.64837 0.037 0.062 0.023 0.32
H 0.52229 1.37112 3.44943 0.026 -0.089 -0.055 0.62
H -1.95181 3.67222 -5.89777 0.040 -0.050 0.024 0.31
H -5.65231 1.12212 3.30403 -0.075 -0.029 -0.002 0.39
H 0.97509 -5.39388 0.25783 0.003 -0.042 -0.033 0.38
H -1.32751 -1.97728 -6.76327 0.044 -0.070 0.065 0.31
H -0.75421 -1.53878 -0.64917 -0.451 -0.638 0.233 0.28
H 1.06119 -2.28968 3.17733 0.066 0.038 -0.030 0.24
H -2.93081 -2.31968 -1.88197 -0.083 -0.067 0.112 0.50
H 4.11499 0.52612 -6.19077 -0.030 0.031 0.027 0.31
H 3.78029 -1.09538 -1.67067 0.076 -0.013 0.122 0.60
H 4.95329 -0.32148 -4.04007 0.139 0.015 -0.072 0.44
H 4.99479 2.09102 -0.34197 0.056 0.023 -0.053 0.39
H 0.24289 1.60762 5.79853 0.038 0.078 -0.080 0.21
H -5.08411 3.51942 3.12593 -0.060 0.049 -0.015 0.39
H -2.02701 1.91572 -6.13737 0.032 0.105 -0.024 0.31
H -2.74131 4.24342 3.37263 0.018 0.074 0.002 0.41
H 2.88759 3.13422 -1.09247 -0.011 0.025 -0.006 0.42
H -2.67821 -3.79198 -4.19337 -0.086 -0.185 -0.096 0.45
H -0.16731 -0.24238 9.62303 0.016 0.014 0.061 0.38
H -1.34611 3.13002 -1.17107 0.001 0.078 0.165 0.58
H 4.94109 0.08072 1.08123 0.075 -0.064 0.012 0.40
H 1.58529 -4.57698 2.49103 -0.037 -0.065 0.096 0.41
H -2.18041 4.24652 -3.54157 -0.096 0.129 -0.044 0.43
H -1.34511 -2.14588 8.57923 -0.020 -0.071 0.064 0.39
H 2.79319 -0.90278 1.75943 -0.011 -0.040 -0.013 0.27
```
Positions in Å, forces in eV/Å.


This record from the OMol25 dataset describes a 4-piece molecular cluster, C16H27FN2O9S overall. The level of theory is ωB97M-V/def2-TZVPD.

Values from the calculation:
Structure (SMILES): C[C@H](F)C[C@@H](C#N)[C@H](S)C#N.COC(=O)OC.COC(=O)OC.COC(=O)OC
Frontier orbital gap, eV: 10.38

```
56
Properties=species:S:1:pos:R:3:forces:R:3:mulliken_charge:R:1
S -0.67691 -0.74599 -3.47745 0.180 0.040 0.026 -0.19
F 1.45045 -2.95907 -4.16950 0.013 -0.004 -0.152 -0.33
O 2.44893 4.81904 3.70270 0.013 -0.011 0.011 -0.23
O -5.05399 0.53430 -3.54259 0.028 -0.036 0.017 -0.26
O 2.89028 -1.53062 2.94192 0.008 0.025 0.003 -0.35
O 1.93079 7.00199 3.96852 0.024 -0.028 0.005 -0.55
O -6.93092 -0.67329 -3.89375 0.048 0.002 0.018 -0.55
O 1.48732 0.04919 3.74345 0.024 -0.019 0.000 -0.54
O -5.06438 -1.54860 -2.96827 0.064 -0.001 -0.009 -0.21
O 3.73543 0.22542 3.87573 -0.044 -0.057 0.018 -0.34
O 3.84846 6.09291 4.74405 -0.025 -0.014 -0.014 -0.30
N -2.73031 -5.20202 -2.18264 -0.290 -0.185 0.080 -0.48
N -0.52697 -1.56006 0.00878 0.026 0.017 0.157 -0.47
C -5.79650 -0.57079 -3.50669 -0.009 0.002 -0.010 0.71
C 4.21430 7.38076 5.25094 0.043 0.021 0.027 -0.64
C 2.66872 6.06407 4.12272 -0.003 0.004 -0.002 0.74
C 1.20275 4.63377 3.01869 -0.035 -0.055 -0.024 -0.66
C 0.52948 -4.06224 -2.23156 0.077 -0.086 -0.069 -1.06
C -0.79565 -3.56915 -2.84387 0.008 0.112 0.023 0.35
C 1.80124 -3.66270 -3.01053 -0.005 -0.039 0.177 0.50
C 2.75258 -2.81467 -2.20184 -0.008 0.093 -0.111 -1.34
C -5.71459 1.67480 -4.10156 0.010 0.053 -0.009 -0.65
C 2.59444 -0.37894 3.54112 0.018 0.038 -0.037 0.80
C -5.74248 -2.80888 -2.86527 0.018 -0.092 0.041 -0.67
C -0.86204 -1.81522 -1.05675 -0.172 -0.050 -0.261 -0.17
C -1.88336 -4.49029 -2.47758 0.388 0.207 -0.043 -0.24
C 1.74953 -2.27259 2.48922 0.019 -0.111 -0.045 -0.52
C -1.25694 -2.13182 -2.43113 -0.213 -0.021 -0.038 0.53
C 3.55596 1.47521 4.55071 0.043 0.118 0.005 -0.39
H 4.55360 1.86410 4.72937 0.010 -0.042 -0.011 0.21
H -4.98784 2.48021 -4.06273 0.007 -0.017 0.008 0.21
H -2.34840 -2.11282 -2.47219 0.038 0.022 0.049 0.16
H 1.18702 -1.71414 1.74567 -0.008 0.046 0.082 0.28
H 3.03339 1.32909 5.49432 -0.024 -0.009 -0.014 0.30
H -6.00798 1.47948 -5.13123 -0.021 -0.015 0.010 0.30
H 4.28590 8.10389 4.44076 -0.024 0.000 0.000 0.30
H 1.16802 3.58182 2.75092 0.010 0.001 0.015 0.20
H 0.59935 -3.70792 -1.20106 -0.005 -0.035 -0.043 0.32
H 3.66752 -2.62798 -2.76580 -0.031 -0.017 0.060 0.38
H -0.71518 -3.59148 -3.93243 -0.060 0.011 0.056 0.49
H 3.48414 7.72553 5.98062 -0.014 0.005 -0.019 0.30
H 3.00475 -3.33013 -1.27257 0.019 0.054 -0.040 0.34
H -5.02781 -3.49341 -2.41715 0.000 0.012 -0.008 0.18
H 1.10220 -2.52861 3.32598 -0.017 0.052 0.001 0.32
H -0.51879 -1.46659 -4.59221 -0.016 -0.035 -0.019 0.12
H 0.49268 -5.15178 -2.18163 -0.067 0.061 -0.003 0.47
H 2.28797 -1.85441 -1.96509 -0.008 -0.074 0.060 0.31
H -6.62364 -2.71579 -2.23390 -0.011 0.019 -0.022 0.31
H 2.15496 -3.17880 2.04635 0.022 0.009 0.021 0.20
H 1.16320 5.25438 2.12571 -0.002 0.020 0.017 0.30
H 0.36940 4.88161 3.67286 0.007 0.026 -0.005 0.32
H 5.18293 7.24487 5.72184 -0.006 -0.017 -0.008 0.21
H 2.30242 -4.56411 -3.36771 -0.006 0.005 0.018 0.27
H 2.99606 2.17084 3.92991 -0.005 -0.004 0.022 0.09
H -6.59474 1.93158 -3.51529 -0.013 -0.022 -0.012 0.30
H -6.03677 -3.16397 -3.85089 -0.021 0.023 -0.001 0.33
```
Positions in Å, forces in eV/Å.


This record from the OMol25 dataset describes a single C5H6O3S2 molecule at a distorted geometry. The level of theory is ωB97M-V/def2-TZVPD.

Values from the calculation:
Structure (SMILES): COS(=O)(=O)c1cccs1
Frontier orbital gap, eV: 10.01
ΔE to the lowest compared entry with this formula, charge and spin, kJ/mol: 0.0

```
16
Properties=species:S:1:pos:R:3:forces:R:3:mulliken_charge:R:1
S 1.58778 -1.13065 0.88091 0.357 0.843 -0.690 -0.04
S -0.88672 -1.15992 -0.72186 -0.416 1.732 0.239 1.23
O -1.82866 0.12628 -0.11741 1.750 -1.708 -1.761 -0.30
O -1.15298 -1.15024 -2.10110 -0.568 0.309 -1.282 -0.64
O -1.03268 -2.38299 -0.00253 -0.189 0.613 0.831 -0.60
C 1.53991 0.21972 -1.32421 -1.056 0.901 -0.201 -0.35
C -1.88186 0.23935 1.27241 -2.792 -0.997 1.779 -0.48
C 0.73556 -0.54431 -0.51227 0.377 -0.611 0.498 0.15
C 2.95813 -0.21386 0.40756 0.791 -0.538 0.314 -0.43
C 2.82972 0.41936 -0.79382 -2.777 -2.102 1.873 -0.53
H -0.94530 -0.00118 1.77498 -0.041 -0.210 -0.005 0.27
H -2.77689 -0.48742 1.58199 2.122 1.529 0.056 0.20
H -2.16524 1.27876 1.57511 0.213 -0.810 -0.607 0.23
H 1.22431 0.81581 -2.19313 -0.171 -0.855 0.290 0.35
H 3.86075 -0.28943 1.00285 -0.155 0.103 -0.009 0.39
H 3.50259 0.96877 -1.29636 2.554 1.802 -1.326 0.54
```
Positions in Å, forces in eV/Å.


This record from the OMol25 dataset describes a single C3H7NOS molecule at a distorted geometry. The level of theory is ωB97M-V/def2-TZVPD.

Values from the calculation:
Structure (SMILES): NCCSC=O
Frontier orbital gap, eV: 10.11
ΔE to the lowest compared entry with this formula, charge and spin, kJ/mol: 246.7

```
13
Properties=species:S:1:pos:R:3:forces:R:3:mulliken_charge:R:1
S -0.15741 1.08098 1.29812 -0.816 -0.501 1.628 -0.14
O 0.16982 -1.54747 1.79819 -0.510 0.324 0.210 -0.43
N -0.75634 -0.53903 -1.18945 -1.669 1.616 1.681 -0.58
C 0.35497 0.46325 -1.30985 -2.141 2.673 -1.920 -0.25
C -0.41187 -0.55373 2.13608 1.457 0.092 -0.994 0.03
C 0.95480 0.51236 0.09574 -5.829 -5.651 -2.357 -0.88
H -1.40916 -0.68293 -1.97438 0.929 0.550 0.139 0.25
H -1.40507 -0.08222 -0.40513 1.630 -1.488 -2.162 0.16
H -0.08200 1.56624 -1.65775 1.084 -2.488 0.763 0.19
H 0.84246 -0.67518 0.16696 1.266 2.210 0.831 0.28
H 1.08593 0.18734 -2.11377 -0.532 -0.035 0.984 0.33
H -1.03910 -0.56792 3.00204 -0.804 0.465 0.638 0.40
H 1.85298 0.83832 0.15321 5.934 2.234 0.559 0.63
```
Positions in Å, forces in eV/Å.